Below is one molecule with the formula C8H17P at a distorted geometry, with properties calculated with the ωB97M-V functional and the def2-TZVPD basis.

Summary:
Kohn-Sham gap in eV: 9.93
Energy relative to the best compared isomer or geometry (same formula, charge and spin) in kcal per mole: 19.3
LUMO in eV: 0.86
F_max in eV/A: 4.28
SMILES string: C=C(C)CPC(C)(C)C

Cartesian coordinates (Å):
C 1.288 0.547 1.225
C 2.285 -0.169 0.177
C 2.439 0.687 -1.012
C -1.548 -1.189 0.959
C -2.749 0.628 -0.271
C -0.681 -0.432 -1.281
C 3.194 -1.135 0.554
C -1.350 0.028 0.010
P -0.408 1.446 0.992
H 1.723 1.501 1.764
H 1.181 -0.199 2.029
H 1.461 0.650 -1.627
H 3.356 0.339 -1.577
H 2.649 1.748 -0.727
H -2.404 -1.798 0.651
H -0.552 -1.776 1.172
H -1.843 -0.808 2.064
H -2.713 1.741 -0.588
H -3.351 0.588 0.655
H -3.240 0.108 -0.984
H -0.507 0.406 -1.926
H 0.269 -1.127 -1.138
H -1.361 -1.182 -1.880
H 3.892 -1.575 -0.129
H 3.159 -1.735 1.413
H 0.052 2.113 -0.042

Here are the Mulliken charges for atoms 1 to 4, given in e: atom 1 (C): -1.109, atom 2 (C): 0.985, atom 3 (C): -0.938, atom 4 (C): -1.523

Below is one molecule with the formula C4H8S4 at a distorted geometry, with properties calculated with the ωB97M-V functional and the def2-TZVPD basis.

Summary:
Kohn-Sham gap in eV: 8.46
Energy relative to the best compared isomer or geometry (same formula, charge and spin) in kcal per mole: 5.1
LUMO in eV: -0.21
F_max in eV/A: 1.64

Cartesian coordinates (Å):
C 1.619 -2.465 -1.029
C 0.036 -0.367 -1.634
C -1.389 0.969 0.378
C -0.285 1.489 1.265
H 1.971 -3.126 -0.258
H 2.461 -1.972 -1.500
H 1.109 -3.010 -1.846
H -1.772 0.047 0.756
H -2.271 1.631 0.442
H -0.041 2.547 0.976
H 0.662 0.954 1.158
H -1.574 2.540 2.969
S 0.517 -1.332 -0.293
S 0.797 -0.301 -3.080
S -1.077 0.944 -1.337
S -0.763 1.451 3.034

Here are the Mulliken charges for atoms 1 to 4, given in e: atom 1 (C): -1.036, atom 2 (C): 0.185, atom 3 (C): -0.819, atom 4 (C): -0.531

Below is a 10-piece molecular cluster, C25H70O15 overall at a distorted geometry, with properties calculated with the ωB97M-V functional and the def2-TZVPD basis.

Summary:
Kohn-Sham gap (spin up / spin down) in eV: 9.48 / 2.78
2S+1: 2
Energy relative to the best compared isomer or geometry (same formula, charge and spin) in kcal per mole: 3.4
LUMO (spin up / spin down) in eV: -2.24 / -8.94
F_max in eV/A: 3.56
Total charge: +1

Cartesian coordinates (Å):
C 30.472 -0.379 -22.881
C 31.677 -0.121 -21.892
C 33.032 -0.120 -22.447
O 31.549 1.225 -21.355
H 30.181 0.496 -23.462
H 29.654 -0.526 -22.176
H 30.699 -1.305 -23.410
H 31.528 -0.861 -21.105
H 33.740 0.169 -21.670
H 33.236 0.523 -23.303
H 33.141 -1.120 -22.869
H 32.350 1.418 -20.863
C 28.824 -1.878 -26.234
C 28.189 -0.507 -25.906
C 27.077 -0.146 -26.754
O 27.655 -0.639 -24.611
H 28.049 -2.629 -26.384
H 29.420 -2.276 -25.412
H 29.434 -1.806 -27.135
H 28.879 0.337 -25.915
H 26.302 0.394 -26.211
H 26.749 -0.959 -27.403
H 27.493 0.571 -27.463
H 27.489 0.256 -24.307
C 37.358 -3.205 -25.703
C 35.954 -3.691 -25.605
C 35.638 -4.735 -24.392
O 35.146 -2.557 -25.500
H 37.544 -2.142 -25.857
H 37.925 -3.628 -26.532
H 37.853 -3.528 -24.787
H 35.606 -4.196 -26.506
H 36.393 -5.466 -24.101
H 34.763 -5.282 -24.743
H 35.425 -4.170 -23.484
H 35.596 -1.836 -25.052
C 31.105 -11.653 -21.584
C 29.695 -11.196 -22.003
C 29.563 -10.012 -22.990
O 29.080 -12.345 -22.597
H 31.279 -11.391 -20.540
H 31.737 -11.178 -22.334
H 31.411 -12.694 -21.686
H 29.143 -10.913 -21.106
H 30.289 -9.895 -23.795
H 29.620 -9.152 -22.323
H 28.587 -9.917 -23.465
H 29.613 -12.730 -23.297
C 31.492 -4.410 -23.588
C 30.261 -5.013 -24.432
C 30.250 -6.606 -24.278
O 29.028 -4.533 -23.932
H 32.189 -3.970 -24.301
H 31.946 -5.242 -23.050
H 31.150 -3.665 -22.869
H 30.351 -4.914 -25.514
H 30.997 -7.158 -24.847
H 29.306 -6.969 -24.684
H 30.292 -7.059 -23.288
H 28.333 -4.682 -24.577
C 25.934 -6.243 -24.581
C 26.637 -6.933 -23.384
O 27.245 -6.069 -22.567
O 26.748 -5.296 -25.292
H 25.047 -5.696 -24.261
H 25.597 -7.084 -25.188
H 27.270 -7.681 -23.862
H 25.941 -7.514 -22.778
H 27.835 -5.549 -23.117
H 26.462 -5.260 -26.208
C 27.542 -5.451 -28.896
C 28.930 -4.945 -28.468
O 29.920 -5.960 -28.272
O 27.246 -6.613 -28.093
H 27.766 -5.785 -29.909
H 26.683 -4.807 -29.083
H 28.922 -4.361 -27.548
H 29.367 -4.279 -29.212
H 30.792 -5.560 -28.303
H 28.160 -6.898 -28.024
C 32.363 -0.649 -26.001
C 33.054 0.536 -26.738
O 34.438 0.422 -26.998
O 32.714 -1.869 -26.660
H 31.294 -0.545 -25.818
H 32.796 -0.630 -25.001
H 32.902 1.476 -26.206
H 32.588 0.862 -27.669
H 34.798 0.056 -26.187
H 33.262 -2.431 -26.107
C 33.166 -4.397 -19.350
C 32.584 -3.064 -19.796
O 31.757 -2.743 -18.674
O 34.077 -4.253 -18.300
H 33.593 -4.906 -20.214
H 32.451 -5.079 -18.891
H 32.034 -3.118 -20.735
H 33.382 -2.322 -19.778
H 30.881 -3.135 -18.690
H 33.675 -3.654 -17.666
C 26.037 -2.820 -21.738
C 24.926 -3.644 -21.006
O 24.690 -4.971 -21.470
O 27.363 -3.085 -21.436
H 25.846 -1.768 -21.525
H 25.864 -2.878 -22.813
H 24.093 -2.950 -21.114
H 25.140 -3.788 -19.947
H 25.561 -5.352 -21.337
H 27.805 -3.227 -22.276

Here are the Mulliken charges for atoms 1 to 4, given in e: atom 1 (C): -0.621, atom 2 (C): 1.036, atom 3 (C): -1.313, atom 4 (O): -0.629

Below is C50H42Cl5N4O2P2SnTe as an isolated structure, with properties calculated with the ωB97M-V functional and the def2-TZVPD basis.

Summary:
Kohn-Sham gap in eV: 6.91
Energy relative to the best compared isomer or geometry (same formula, charge and spin) in kcal per mole: 0.0
LUMO in eV: 2.24
F_max in eV/A: 0.17
Total charge: -1

Cartesian coordinates (Å):
Sn -0.235 -1.168 1.081
C -0.898 1.696 -3.767
C -1.470 0.280 -3.876
P -1.032 -0.892 -2.513
C 0.673 -1.397 -2.940
C 1.428 -0.860 -3.979
C 2.749 -1.247 -4.168
C 3.331 -2.183 -3.326
C 2.586 -2.737 -2.292
C 1.274 -2.338 -2.101
C -2.011 -2.332 -3.096
C -1.513 -3.361 -3.892
C -2.332 -4.414 -4.274
C -3.661 -4.448 -3.874
C -4.170 -3.424 -3.088
C -3.347 -2.380 -2.696
C -1.438 2.546 -2.612
P -0.649 2.228 -0.948
C 1.106 2.510 -1.405
C 1.569 3.654 -2.060
C 2.896 3.760 -2.437
C 3.783 2.721 -2.166
C 3.337 1.583 -1.514
C 2.003 1.481 -1.136
C -1.112 3.807 -0.137
C -0.184 4.588 0.554
C -0.588 5.695 1.285
C -1.930 6.045 1.339
C -2.863 5.278 0.658
C -2.457 4.168 -0.068
H -1.136 2.215 -4.701
H 0.193 1.667 -3.714
H -1.203 -0.166 -4.838
H -2.563 0.331 -3.856
H 0.997 -0.129 -4.651
H 3.324 -0.810 -4.975
H 4.363 -2.479 -3.470
H 3.025 -3.468 -1.627
H 0.705 -2.783 -1.292
H -0.475 -3.348 -4.200
H -1.928 -5.216 -4.879
H -4.295 -5.278 -4.161
H -5.201 -3.454 -2.754
H -3.738 -1.600 -2.049
H -2.513 2.375 -2.502
H -1.308 3.604 -2.853
H 0.884 4.468 -2.268
H 3.245 4.652 -2.943
H 4.822 2.807 -2.462
H 4.017 0.769 -1.297
H 1.655 0.591 -0.623
H 0.865 4.317 0.534
H 0.148 6.274 1.828
H -2.248 6.903 1.919
H -3.915 5.535 0.701
H -3.206 3.566 -0.572
O 3.054 -0.395 2.682
C 2.829 0.393 3.845
C 3.258 1.816 3.539
C 2.320 2.510 2.547
C 0.996 2.884 3.157
C 0.933 3.822 4.188
C -0.293 4.171 4.717
C -1.433 3.570 4.203
C -1.277 2.642 3.189
N -0.098 2.300 2.671
H 2.512 -1.199 2.766
H 3.412 0.002 4.687
H 1.773 0.363 4.133
H 4.270 1.785 3.125
H 3.307 2.384 4.473
H 2.135 1.849 1.699
H 2.801 3.415 2.162
H 1.847 4.268 4.563
H -0.362 4.896 5.518
H -2.419 3.805 4.581
H -2.143 2.141 2.774
Cl -3.152 0.396 1.000
C -3.401 -1.316 0.804
C -2.285 -2.138 0.726
C -2.529 -3.454 0.367
Cl -1.189 -4.486 -0.029
C -3.815 -3.974 0.226
Cl -4.065 -5.632 -0.176
C -4.909 -3.130 0.386
Cl -6.510 -3.740 0.194
C -4.703 -1.779 0.650
Cl -6.049 -0.705 0.755
O -0.736 -0.633 3.146
N -1.907 -0.782 3.666
C -2.047 -0.230 4.839
C -3.318 -0.340 5.486
N -4.328 -0.407 6.032
C -0.993 0.503 5.483
N -0.149 1.089 6.000
Te 1.006 -3.300 2.683
C 2.381 -4.155 1.310
C 2.082 -5.344 0.645
C 3.017 -5.953 -0.183
C 4.272 -5.386 -0.358
C 4.577 -4.197 0.291
C 3.640 -3.583 1.113
H 1.115 -5.808 0.793
H 2.764 -6.879 -0.687
H 5.004 -5.864 -0.998
H 5.551 -3.740 0.159
H 3.896 -2.657 1.613

Here are the Mulliken charges for atoms 1 to 4, given in e: atom 1 (Sn): 1.338, atom 2 (C): -0.419, atom 3 (C): -1.698, atom 4 (P): 1.660

Below is a 2-piece molecular cluster, C5H16N2O overall at a distorted geometry, with properties calculated with the ωB97M-V functional and the def2-TZVPD basis.

Summary:
Kohn-Sham gap in eV: 8.91
Energy relative to the best compared isomer or geometry (same formula, charge and spin) in kcal per mole: 49.2
LUMO in eV: 0.82
F_max in eV/A: 3.49
SMILES string: CCN(C)CCN.O

Cartesian coordinates (Å):
N -0.366 -2.300 -1.166
C -0.260 -0.998 -0.436
C 1.167 -0.636 0.033
N 1.172 0.589 0.791
C 0.555 1.856 0.472
C -0.717 2.157 1.356
C 1.162 0.304 2.217
H -0.965 -2.976 -0.740
H 0.509 -2.538 -1.602
H -0.700 -0.239 -1.107
H -1.021 -0.878 0.345
H 1.728 -1.405 0.575
H 1.652 -0.546 -1.024
H 0.180 2.075 -0.541
H 1.285 2.661 0.671
H -1.256 1.214 1.539
H -1.483 2.818 0.928
H -0.452 2.436 2.380
H 1.555 1.160 2.762
H 0.170 -0.011 2.664
H 1.788 -0.529 2.545
H -2.184 0.086 -2.544
H -1.233 -1.223 -2.669
O -2.088 -0.798 -2.898

Here are the Mulliken charges for atoms 1 to 4, given in e: atom 1 (N): -0.526, atom 2 (C): 0.123, atom 3 (C): -0.771, atom 4 (N): 0.099